DFT (wB97M-V/def2-TZVPD) results for a molecular structure, C40H31N7O2P2PdSe2.

```
85
Properties=species:S:1:pos:R:3:forces:R:3
Pd -0.2405 -0.3221 -0.4259 0.0 0.0 -0.4
Se 0.4264 -6.9978 0.5818 0.0 -0.1 -0.1
P 0.2094 -5.6509 2.1654 -0.1 0.2 0.1
C -1.3675 -5.7916 3.0566 0.0 -0.1 0.0
C -2.2712 -6.7808 2.6889 0.0 0.0 0.0
C -3.4901 -6.8875 3.3455 0.0 0.0 0.0
C -3.8058 -6.0083 4.3690 0.0 0.0 0.0
C -2.9030 -5.0180 4.7390 0.0 0.0 0.0
C -1.6873 -4.9053 4.0863 0.0 0.0 0.0
C 1.5181 -5.7939 3.4035 0.0 0.0 0.1
C 1.2859 -6.3242 4.6649 0.0 0.0 0.0
C 2.3384 -6.4703 5.5604 0.0 0.0 0.0
C 3.6187 -6.0890 5.1958 0.0 0.0 0.0
C 3.8540 -5.5653 3.9292 0.0 0.0 0.0
C 2.8095 -5.4220 3.0348 0.0 0.0 0.0
C 0.2737 -3.9018 1.7199 0.2 -0.1 -0.1
C 0.1366 -3.1919 0.5255 -0.1 -0.2 0.3
N 0.1590 -1.8981 0.8926 0.4 0.0 -0.1
N 0.3261 -1.7990 2.1921 0.0 0.2 0.0
N 0.4047 -2.9976 2.7144 -0.1 -0.1 -0.1
P 0.1271 -3.5932 -1.2141 0.3 0.2 0.1
Se 0.4390 -1.8257 -2.4202 0.2 0.4 0.2
C 1.6188 -4.5629 -1.5020 -0.1 -0.2 0.0
C 2.7957 -4.1168 -0.9079 0.1 0.0 0.0
C 3.9804 -4.7949 -1.1404 0.0 0.0 0.0
C 3.9975 -5.9077 -1.9716 0.0 0.0 0.0
C 2.8244 -6.3428 -2.5691 0.0 0.0 0.0
C 1.6332 -5.6743 -2.3315 0.0 0.0 0.0
C -1.3786 -4.4337 -1.6551 -0.1 -0.2 0.0
C -1.6014 -4.7841 -2.9847 0.0 0.0 0.0
C -2.7756 -5.4283 -3.3340 0.0 0.0 0.0
C -3.7347 -5.6953 -2.3649 0.0 0.0 0.0
C -3.5277 -5.3105 -1.0491 0.0 0.0 0.0
C -2.3484 -4.6806 -0.6891 0.0 0.0 0.0
H -2.0126 -7.4586 1.8844 0.0 0.0 0.0
H -4.1916 -7.6577 3.0531 0.0 0.0 0.0
H -4.7572 -6.0889 4.8784 0.0 0.0 0.0
H -3.1475 -4.3257 5.5335 0.0 0.0 0.0
H -0.9931 -4.1224 4.3644 0.0 0.0 0.0
H 0.2884 -6.6255 4.9569 0.0 0.0 0.0
H 2.1506 -6.8830 6.5427 0.0 0.0 0.0
H 4.4375 -6.2008 5.8944 0.0 0.0 0.0
H 4.8549 -5.2726 3.6399 0.0 0.0 0.0
H 2.9942 -5.0277 2.0419 0.0 0.0 0.0
H 2.7928 -3.2424 -0.2649 0.0 0.0 0.0
H 4.8927 -4.4515 -0.6698 0.0 0.0 0.0
H 4.9239 -6.4374 -2.1491 0.0 0.0 0.0
H 2.8280 -7.2170 -3.2063 0.0 0.0 0.0
H 0.7122 -6.0480 -2.7606 0.0 0.0 0.0
H -0.8757 -4.5356 -3.7502 0.0 0.0 0.0
H -2.9504 -5.7055 -4.3649 0.0 0.0 0.0
H -4.6560 -6.1898 -2.6437 0.0 0.0 0.0
H -4.2859 -5.4903 -0.2992 0.0 0.0 0.0
H -2.1991 -4.3571 0.3326 0.0 0.0 0.0
O -4.2110 -1.1927 0.2467 0.1 0.0 -0.1
C -3.1191 -0.7276 -0.0488 -0.4 0.0 0.2
O -2.1369 -1.3403 -0.5720 0.2 0.0 -0.1
C -2.9142 0.7692 0.2135 -0.1 0.1 0.0
C -4.0549 1.5506 0.5050 0.0 0.0 0.0
C -3.9104 2.8884 0.6875 0.1 0.0 0.0
C -2.6201 3.4675 0.6071 -0.1 0.0 0.0
C -2.3935 4.8499 0.7971 0.1 0.0 0.0
C -1.1287 5.3617 0.7337 0.0 0.0 0.0
C -0.0373 4.5044 0.4835 0.0 -0.1 0.0
C -0.2297 3.1643 0.2920 0.1 0.1 0.0
C -1.5289 2.6195 0.3403 0.1 -0.1 0.0
N -1.7047 1.2772 0.1315 -0.1 0.1 0.2
H -5.0014 1.0351 0.5639 0.0 0.0 0.0
H -4.7607 3.5256 0.8981 0.0 0.0 0.0
H -3.2427 5.4911 0.9970 0.0 0.0 0.0
H -0.9578 6.4196 0.8806 0.0 0.0 0.0
H 0.9666 4.9063 0.4474 0.0 0.0 0.0
H 0.6131 2.5077 0.1201 -0.1 0.0 0.0
N 4.6499 1.6827 -2.3174 0.0 0.1 0.0
C 4.0023 1.1248 -1.2492 -0.1 0.0 0.0
C 2.5980 1.0592 -1.2057 0.0 0.0 0.0
N 1.9696 0.5466 -0.1653 -0.2 -0.3 -0.2
C 2.7068 0.0971 0.8595 -0.1 0.1 0.1
C 4.0839 0.1757 0.8027 0.0 0.0 0.0
N 4.7385 0.6773 -0.2409 0.0 0.0 0.0
H 4.1627 1.7458 -3.1935 0.0 0.0 0.0
H 5.6385 1.5036 -2.3696 0.0 0.0 0.0
H 1.9973 1.4155 -2.0352 0.0 0.0 0.0
H 2.1795 -0.3203 1.7067 0.0 0.0 0.0
H 4.6823 -0.1857 1.6300 0.0 0.0 0.0
```
Positions in Å, forces in eV/Å.

Output
**Maximum force**: 0.448 eV/A
**E_tot**: -7690.1891 hartree
**Expectation value of S²**: 2.007
**E_HOMO (spin up / spin down)**: -7.81 / -7.82 eV
**M**: 968.02 g/mol
**Spin multiplicity**: 3
**Frontier orbital gap (spin up / spin down)**: 0.279 / 0.239 hartree

DFT (wB97M-V/def2-TZVPD) results for 7 unconnected molecules or ions with the total composition C28H37N5O16 in a non-equilibrium geometry.

```
86
Properties=species:S:1:pos:R:3:forces:R:3
O -1.4147 -3.8742 0.4541 -1.1 0.5 0.1
N -0.3867 -4.1364 1.0265 -0.1 -0.9 -1.4
O -0.3251 -4.8725 1.9951 0.5 0.5 0.2
C 0.8276 -3.6661 0.3213 1.5 -1.1 2.1
C 0.7683 -2.6544 -0.6009 -0.9 -0.2 -0.4
C 1.9464 -2.1759 -1.1402 0.2 0.8 -0.7
C 3.1750 -2.6913 -0.7973 1.1 -0.9 1.4
C 3.2204 -3.7003 0.2081 -0.5 -0.6 -0.3
C 2.0402 -4.2374 0.7715 0.3 0.3 0.0
H -0.2138 -2.3096 -0.9434 0.5 0.1 0.3
H 1.9225 -1.3202 -1.8071 -0.2 -0.3 -0.1
H 4.1381 -2.2929 -1.2177 -1.3 -0.5 0.5
H 4.1632 -4.1500 0.5340 -0.2 0.4 -0.2
H 2.0441 -5.0655 1.5622 0.0 1.5 -1.4
O -1.2682 3.4081 -5.1207 0.0 0.0 0.6
N -2.3523 3.2713 -4.5927 -0.8 0.3 -0.5
O -3.3859 3.0865 -5.2354 0.7 0.1 1.1
C -2.4522 3.3674 -3.0671 -0.2 -0.6 -2.4
C -1.2691 3.4654 -2.3869 0.5 0.3 -0.8
C -1.3038 3.3373 -1.0382 -0.6 0.2 1.1
C -2.5197 3.2112 -0.3849 -0.2 0.1 -1.9
C -3.7005 3.1215 -1.1340 -0.9 -0.7 2.0
C -3.6931 3.1448 -2.4989 1.9 0.3 0.2
H -0.3205 3.6487 -2.8689 -0.1 -0.2 -0.4
H -0.3908 3.3384 -0.4958 0.6 0.1 0.6
H -2.5127 3.1430 0.6539 -0.2 -0.2 1.6
H -4.6389 2.8336 -0.6079 0.7 0.5 -0.4
H -4.5049 2.8561 -3.0892 -1.2 0.0 -0.8
O 3.8043 0.6120 0.0594 -0.3 0.3 1.1
N 4.1738 0.7504 -1.0658 -0.2 -1.6 -2.7
O 3.9396 -0.0957 -1.9629 0.6 1.6 0.9
C 4.9754 1.9358 -1.4416 -0.3 -0.7 -0.1
C 4.8713 3.0109 -0.5875 0.6 -1.1 0.3
C 5.8534 3.9458 -0.7380 0.1 0.5 -0.3
C 6.8214 3.8288 -1.7326 0.3 1.8 -1.2
C 6.7723 2.8802 -2.7359 -1.0 -1.6 0.9
C 5.8334 1.8546 -2.5319 -0.2 -0.7 0.0
H 4.2218 2.9353 0.2759 -0.2 0.4 -0.2
H 5.7955 4.7933 -0.0970 0.5 0.6 0.4
H 7.5293 4.6471 -1.8940 -0.1 -0.3 0.5
H 7.4474 2.7816 -3.5744 0.1 0.4 0.2
H 5.7786 0.9228 -3.1183 0.1 0.8 0.1
C -3.3472 1.0272 3.0393 0.4 -1.2 -3.3
N -4.1662 0.1176 1.9897 2.0 1.6 2.2
O -3.6892 0.0327 0.8895 0.0 -0.2 -0.7
O -5.1155 -0.4519 2.4256 -1.2 -0.6 0.0
H -4.0000 1.7111 3.4803 -1.2 0.8 0.8
H -2.6244 1.5455 2.3785 -0.2 -0.4 0.8
H -2.9129 0.3161 3.7126 0.3 -0.2 0.3
C 0.1995 0.2317 1.2015 -0.3 -1.2 -1.4
N 0.6593 1.1422 2.2644 -1.6 -0.5 1.0
O 0.1173 2.2439 2.2883 0.6 0.0 -0.3
O 1.3575 0.7079 3.1477 0.6 0.1 -0.1
H 0.4652 0.7128 0.2531 0.3 -0.4 0.1
H -0.8988 0.2137 1.1905 0.3 0.2 0.4
H 0.5187 -0.8528 1.2923 0.2 1.8 0.2
C -0.0624 -1.8209 5.9306 -0.5 -0.1 1.0
C -0.2253 -3.1718 5.3242 -1.4 2.4 -2.7
O -1.5910 -3.2647 4.6909 1.5 0.5 0.3
C -1.7657 -2.4515 3.6413 -1.9 -1.4 0.5
O -1.0034 -1.7365 3.0850 1.6 0.9 -0.2
O -3.0392 -2.5054 3.2250 1.2 0.9 -0.9
C -3.7938 -3.6200 3.5400 -1.5 -0.4 1.5
H 0.8224 -1.7685 6.5538 0.2 -0.2 0.3
H -0.9530 -1.6572 6.5556 0.4 0.3 -0.1
H 0.0525 -1.0708 5.1946 -0.1 0.8 -0.7
H -0.2405 -3.8682 6.0571 0.0 -2.6 1.8
H 0.4611 -3.3207 4.5175 0.6 -0.5 -0.2
H -3.3269 -4.5738 3.4197 0.8 -0.4 -0.4
H -4.6547 -3.5908 2.8879 -0.3 0.1 0.1
H -4.0482 -3.5436 4.6083 -0.5 -0.2 -0.4
C -3.6851 -0.1309 -2.3029 1.5 1.6 1.2
C -2.4763 -1.0098 -2.2739 0.2 -1.7 -1.3
O -1.1845 -0.3015 -2.2140 -0.9 -0.4 0.5
C -0.6117 0.2084 -3.3151 -0.9 -0.6 -0.1
O -1.1362 0.3553 -4.4011 0.8 -0.1 1.1
O 0.6548 0.4702 -2.9468 0.6 0.5 -1.0
C 1.5012 0.8820 -4.0672 -1.6 -1.7 0.2
H -3.5632 0.5755 -3.0935 -0.1 0.3 -0.9
H -3.6309 0.4860 -1.3953 -0.6 -0.4 -0.1
H -4.6123 -0.6348 -2.4295 -0.6 -0.6 0.2
H -2.4943 -1.6212 -3.2081 0.4 0.4 0.6
H -2.5151 -1.7478 -1.4332 0.5 0.9 -0.4
H 1.0433 1.6784 -4.5616 -0.7 1.3 -0.9
H 1.6474 0.0471 -4.7334 -0.4 -0.4 -0.4
H 2.4570 1.1202 -3.7641 1.8 0.7 1.5
```
Positions in Å, forces in eV/Å.

Output
**Maximum force**: 3.894 eV/A
**E_tot**: -2566.2619 hartree
**E_HOMO**: -9.75 eV
**M**: 699.62 g/mol
**Frontier orbital gap**: 0.326 hartree

DFT (wB97M-V/def2-TZVPD) results for a molecular structure, C31H44BCoN9S3.

```
89
Properties=species:S:1:pos:R:3:forces:R:3
Co 0.3893 0.5996 3.2583 0.2 0.0 0.0
C -0.0294 5.0852 0.7289 0.0 0.0 0.0
C 0.3920 3.7994 0.0989 0.0 -0.1 0.0
C 1.0899 3.7159 -1.0741 0.0 0.0 0.0
C 1.4994 2.4672 -1.6322 0.0 0.0 0.0
N 1.1865 1.3423 -1.0437 0.0 0.0 0.0
N 0.4712 1.4327 0.0929 0.0 0.0 0.0
B 0.0104 0.1366 0.6183 -0.1 0.0 0.0
N -1.4862 -0.1598 0.6343 0.0 0.1 -0.1
N -2.0312 0.2036 -0.4921 0.0 0.0 0.0
C -3.2859 -0.1867 -0.7604 0.0 0.1 0.0
C -3.9650 -1.0202 0.1405 0.0 0.0 0.0
C -3.3968 -1.4077 1.3375 0.0 0.0 -0.1
C -4.1187 -2.2634 2.3211 0.0 0.0 0.0
C -2.0887 -0.9150 1.5891 0.0 -0.1 0.1
S -1.2663 -1.2183 3.0481 0.0 0.1 -0.1
C -3.8936 0.2675 -2.0609 0.0 0.0 0.0
C -2.9675 1.2256 -2.8081 0.0 0.0 0.0
C -5.2341 0.9629 -1.7589 0.0 0.0 0.0
C -4.1408 -0.9935 -2.9144 0.0 0.0 0.0
N 0.8585 -1.0592 0.4520 -0.1 0.0 0.0
N 0.3623 -1.8845 -0.4905 0.0 0.0 0.0
C 1.1481 -2.8298 -0.9341 0.0 0.0 0.0
C 2.4637 -2.9743 -0.4048 0.0 0.0 0.0
C 2.9441 -2.1613 0.5840 0.0 0.0 0.0
C 4.3038 -2.3019 1.1804 0.0 0.0 0.0
C 2.0541 -1.1525 1.0418 0.2 0.0 0.1
S 2.4085 -0.0602 2.3178 -0.2 0.0 0.0
C 0.5818 -3.7014 -2.0454 0.0 0.0 0.0
C 1.4855 -4.8998 -2.3368 0.0 0.0 0.0
C -0.8103 -4.1987 -1.6333 0.0 0.0 0.0
C 0.4705 -2.8218 -3.3019 0.0 0.0 0.0
C 0.1072 2.5570 0.7168 0.0 0.0 0.1
S -0.7115 2.3600 2.2256 0.0 0.0 0.0
C 2.2864 2.4081 -2.9239 0.0 0.0 0.0
C 2.6290 0.9666 -3.2922 0.0 0.0 0.0
C 3.5806 3.2182 -2.7433 0.0 0.0 0.0
C 1.4240 3.0341 -4.0324 0.0 0.0 0.0
H 0.2613 5.9303 0.1099 0.0 0.0 0.0
H 0.4302 5.1998 1.7123 0.0 0.0 0.0
H -1.1110 5.1114 0.8707 0.0 0.0 0.0
H 1.3605 4.6259 -1.5942 0.0 0.0 0.0
H -4.9619 -1.3609 -0.1071 0.0 0.0 0.0
H -5.0453 -2.6364 1.8929 0.0 0.0 0.0
H -4.3634 -1.6919 3.2191 0.0 0.0 0.0
H -3.5055 -3.1115 2.6292 0.0 0.0 0.0
H -2.7628 2.1251 -2.2248 0.0 0.0 0.0
H -3.4550 1.5303 -3.7328 0.0 0.0 0.0
H -2.0179 0.7536 -3.0639 0.0 0.0 0.0
H -5.0960 1.8477 -1.1358 0.0 0.0 0.0
H -5.9498 0.2996 -1.2722 0.0 0.0 0.0
H -5.6799 1.2818 -2.7003 0.0 0.0 0.0
H -3.2093 -1.5210 -3.1276 0.0 0.0 0.0
H -4.5812 -0.6875 -3.8627 0.0 0.0 0.0
H -4.8365 -1.6849 -2.4374 0.0 0.0 0.0
H 3.0925 -3.7673 -0.7857 0.0 0.0 0.0
H 4.8550 -3.1070 0.7014 0.0 0.0 0.0
H 4.2341 -2.5107 2.2496 0.0 0.0 0.0
H 4.8694 -1.3751 1.0681 0.0 0.0 0.0
H 1.6180 -5.5383 -1.4611 0.0 0.0 0.0
H 2.4660 -4.5989 -2.7099 0.0 0.0 0.0
H 1.0261 -5.5078 -3.1150 0.0 0.0 0.0
H -0.7654 -4.8007 -0.7237 0.0 0.0 0.0
H -1.2174 -4.8244 -2.4268 0.0 0.0 0.0
H -1.4958 -3.3648 -1.4726 0.0 0.0 0.0
H 1.4492 -2.4635 -3.6266 0.0 0.0 0.0
H -0.1737 -1.9593 -3.1197 0.0 0.0 0.0
H 0.0430 -3.4092 -4.1143 0.0 0.0 0.0
H 3.2455 0.4917 -2.5271 0.0 0.0 0.0
H 3.1915 0.9674 -4.2250 0.0 0.0 0.0
H 1.7320 0.3622 -3.4362 0.0 0.0 0.0
H 4.1981 2.8100 -1.9414 0.0 0.0 0.0
H 3.3898 4.2715 -2.5339 0.0 0.0 0.0
H 4.1585 3.1747 -3.6659 0.0 0.0 0.0
H 0.4972 2.4754 -4.1759 0.0 0.0 0.0
H 1.9786 3.0123 -4.9700 0.0 0.0 0.0
H 1.1744 4.0764 -3.8287 0.0 0.0 0.0
N 1.0872 -0.2766 8.5182 0.0 0.0 0.0
C 1.2498 0.5173 7.4538 0.0 0.0 0.0
C 0.7708 0.1663 6.1704 0.0 0.0 0.0
N 0.9510 0.9864 5.1395 -0.1 0.0 0.0
C 1.5942 2.1496 5.3283 0.0 0.0 0.0
C 2.0606 2.4691 6.5945 0.0 0.0 0.0
N 1.8942 1.6766 7.6351 0.0 0.0 0.0
H 0.6102 -1.1584 8.4729 0.0 0.0 0.0
H 1.4479 0.0332 9.4068 0.0 0.0 0.0
H 0.2582 -0.7709 5.9958 0.0 0.0 0.0
H 1.7259 2.8082 4.4811 0.0 0.0 0.0
H 2.5859 3.4008 6.7656 0.0 0.0 0.0
```
Positions in Å, forces in eV/Å.

Output
**Maximum force**: 0.187 eV/A
**E_tot**: -4301.8227 hartree
**Expectation value of S²**: 6.051
**E_HOMO (spin up / spin down)**: -15.87 / -15.85 eV
**M**: 708.70 g/mol
**Spin multiplicity**: 5
**Frontier orbital gap (spin up / spin down)**: 0.221 / 0.122 hartree
**Net charge**: +3

> Which value of M does entry 2 give?

699.62 g/mol